[1]
Entry from OMol25: a 2-piece molecular cluster, C2H7NO overall in a non-equilibrium geometry (the ωB97M-V functional and the def2-TZVPD basis).

Geometry as XYZ:
```
11
C2H7NO, DFT the ωB97M-V functional and the def2-TZVPD basis
C -0.1528 1.7200 3.4437
N 0.5363 2.0117 2.1773
H 0.5397 1.0103 3.9415
H -0.9580 0.9343 3.3857
H -0.4101 2.4784 4.0932
H -0.0747 2.7858 1.6531
H 1.4921 2.2920 2.2602
O -0.3201 -1.4875 -2.9381
C -0.1464 -2.6289 -3.4272
H 0.8753 -2.9413 -3.0525
H -0.8628 -3.2875 -4.1169
```

Structure (SMILES): C=O.CN
Multiplicity: 1
Lowest unoccupied orbital energy, eV: 0.7
Energy above the lowest of the compared OMol25 structures with the same formula, charge and spin, kJ/mol: 247.2
Frontier orbital gap, Eh: 0.3634



[2]
Entry from OMol25: a 2-piece molecular cluster, C2H7NO overall in a non-equilibrium geometry (the ωB97M-V functional and the def2-TZVPD basis).

Geometry as XYZ:
```
11
C2H7NO, DFT the ωB97M-V functional and the def2-TZVPD basis
C -1.2317 -1.5654 0.1583
N 0.0831 -1.5149 0.3128
H -1.7726 -0.6613 0.3595
H -1.8711 -2.3567 -0.2026
H 0.5868 -2.2825 -0.1429
H 0.8011 -0.5787 0.5684
C 0.6320 1.8267 -0.2759
O 0.9759 0.8545 0.6732
H -0.0516 1.5485 -1.0410
H 0.3602 2.7028 0.3119
H 1.4877 2.0269 -0.7218
```

Multiplicity: 1
Lowest unoccupied orbital energy, eV: -0.7
Energy above the lowest of the compared OMol25 structures with the same formula, charge and spin, kJ/mol: 372.2
Frontier orbital gap, Eh: 0.2424



[3]
Entry from OMol25: a 2-piece molecular cluster, C2H7NO overall in a non-equilibrium geometry (the ωB97M-V functional and the def2-TZVPD basis).

Geometry as XYZ:
```
11
C2H7NO, DFT the ωB97M-V functional and the def2-TZVPD basis
C -1.3499 -0.3433 1.6388
C -1.6672 0.9157 2.0061
N -2.5113 1.7731 1.3291
H -1.9774 -0.8907 0.9476
H -0.3811 -0.6850 1.9826
H -1.5399 1.2056 3.0515
H -2.9810 1.5589 0.4803
H -2.9546 2.3907 1.9926
H 4.8687 -2.1857 -5.1634
H 5.6602 -2.0096 -3.9353
O 4.8335 -1.7297 -4.3299
```

Structure (SMILES): C=CN.O
Multiplicity: 1
Lowest unoccupied orbital energy, eV: 1.1
Energy above the lowest of the compared OMol25 structures with the same formula, charge and spin, kJ/mol: 152.7
Frontier orbital gap, Eh: 0.3305



[4]
Entry from OMol25: C2H7NO2 as an isolated structure in a non-equilibrium geometry (the ωB97M-V functional and the def2-TZVPD basis).

Geometry as XYZ:
```
12
C2H7NO2, DFT the ωB97M-V functional and the def2-TZVPD basis
C 1.2973 -0.0837 0.3347
C -0.7399 -0.6830 -0.2597
N -0.4642 0.5313 0.2815
O -2.4111 -0.0355 -0.5018
O 2.0406 0.8616 -0.3416
H -2.8263 0.0218 0.3714
H 1.9021 1.7175 0.0840
H -0.4337 1.2155 -0.4748
H 1.5697 -1.0690 -0.0384
H 1.4179 -0.0634 1.4159
H -0.5243 -0.8972 -1.3053
H -0.8281 -1.5159 0.4341
```

Multiplicity: 1
Lowest unoccupied orbital energy, eV: 0.7
Energy above the lowest of the compared OMol25 structures with the same formula, charge and spin, kJ/mol: 498.9
Frontier orbital gap, Eh: 0.3427